Entry 1:
Computed, not measured: C4H3KLiO4 as an isolated structure at a distorted geometry, with ωB97M-V/def2-TZVPD.

Output
lowest unoccupied orbital energy (spin up / spin down): -1.203 / -1.283 eV
relative energy (zero: lowest compared OMol25 entry of this formula, charge and spin): 94.47 kJ/mol
total energy: -28912.0038 eV
⟨S²⟩: 0.75
E_HOMO (spin up / spin down): -5.009 / -6.486 eV

Geometry as ORCA input:
```
! RIJCOSX wB97M-V def2-TZVPD def2/J DEFGRID3
* xyz 0 2
O -1.168 0.486 -1.430
O -1.709 -1.297 -0.442
C -1.577 1.016 -0.094
C -2.381 -0.191 0.298
C -0.946 -0.803 -1.396
H 0.589 1.029 0.524
H -2.391 -0.419 1.377
H -3.434 -0.224 -0.034
O 2.632 1.506 1.343
C 1.965 0.703 0.667
O 2.494 -0.227 -0.011
Li 4.188 0.333 0.971
K 1.737 -1.914 -1.773
*
```

Table of natural (NBO) atomic charges, one value per atom, all in e: -0.578, -0.541, -0.146, -0.267, 0.309, 0.144, 0.188, 0.167, -0.810, 0.611, -0.951, 0.922, 0.953


Entry 2:
Computed, not measured: an isolated ion of composition C6H11O and charge -1 at a distorted geometry, with ωB97M-V/def2-TZVPD.

Output
lowest unoccupied orbital energy: 4.056 eV
relative energy (zero: lowest compared OMol25 entry of this formula, charge and spin): 139.80 kJ/mol
total energy: -8445.4220 eV
SMILES: C=C(C)CCC[O-]
E_HOMO: -2.303 eV

Geometry as ORCA input:
```
! RIJCOSX wB97M-V def2-TZVPD def2/J DEFGRID3
* xyz -1 1
C 1.293 2.081 -0.092
C 0.507 0.960 -0.255
C 0.449 0.497 -1.639
C -0.018 0.431 1.018
C -1.178 -0.525 0.771
C -0.780 -2.101 0.482
O -0.201 -2.315 -0.671
H 2.114 2.252 -0.757
H 1.427 2.629 0.821
H 1.359 0.656 -2.205
H -0.524 0.978 -2.163
H 0.278 -0.550 -1.790
H 0.798 -0.239 1.326
H -0.342 1.078 1.846
H -1.862 -0.524 1.590
H -1.620 -0.264 -0.232
H -0.009 -2.392 1.272
H -1.690 -2.652 0.680
*
```

Table of natural (NBO) atomic charges, one value per atom, all in e: -0.482, 0.087, -0.674, -0.471, -0.460, 0.028, -0.950, 0.164, 0.165, 0.205, 0.194, 0.295, 0.222, 0.211, 0.168, 0.183, 0.048, 0.070